Entry 1:
A structure of composition C6H19O7Zn in a non-equilibrium geometry, computed with ωB97M-V/def2-TZVPD.

Structure (ORCA input):
```
! RIJCOSX wB97M-V def2-TZVPD def2/J DEFGRID3
* xyz 1 1
Zn -0.3337 0.2591 -0.0559
O -1.1530 -0.7799 -1.7688
O 1.1580 0.5200 -1.6045
O -1.2242 -2.8134 2.5483
O 0.8902 1.4360 1.2018
O 0.7255 -1.5461 0.3601
O -1.0897 2.1702 -0.5435
O -1.6933 -0.0002 1.2908
C -0.0216 -3.2381 1.9751
C 0.8517 -0.1401 -2.8513
C -0.6518 -0.2858 -3.0179
C 0.1889 2.6766 1.4250
C 1.0031 -2.1647 1.6304
C -0.3357 3.1894 0.0789
H 0.8005 3.4012 1.9653
H -0.7589 -1.0190 -3.8193
H -1.6993 0.1430 2.2313
H -0.6614 2.5335 2.1015
H 2.0101 -2.5935 1.5886
H 2.0696 0.8162 -1.7115
H -1.9703 2.5149 -0.7257
H -0.2712 -3.7834 1.0572
H -1.1611 0.6496 -3.2514
H -2.1123 -0.8810 -1.8318
H 1.3487 -1.8035 -0.3230
H 1.3728 0.3427 -3.6806
H -0.8901 4.1022 0.2994
H 1.1821 -1.4238 2.4146
H -1.4825 -2.0434 1.9966
H 0.4283 -4.0100 2.5994
H 1.2797 -1.1505 -2.9057
H 1.6374 1.4493 1.8076
H 0.5636 3.4725 -0.4810
*
```

## Properties
LUMO ... -3.007 eV
Electronic energy ... -69274.0640 eV
Molar mass ... 268.6 g mol⁻¹
Energy above the lowest of the compared OMol25 structures with the same formula, charge and spin ... 0.0 kJ/mol
Gap between HOMO and LUMO ... 9.2 eV

So, what does the Mulliken scheme give us? The charges, in e, come out as: number 1, Zn, carries 0.803; number 2, O, carries -0.414; number 3, O, carries -0.249; number 4, O, carries -0.542; number 5, O, carries -0.405; number 6, O, carries -0.226; number 7, O, carries -0.322; number 8, O, carries -0.818; number 9, C, carries -0.490; number 10, C, carries -0.581; number 11, C, carries -0.375; number 12, C, carries -0.565; number 13, C, carries -0.452; number 14, C, carries -0.411; number 15, H, carries 0.515; number 16, H, carries 0.355; number 17, H, carries 0.198; number 18, H, carries 0.255; number 19, H, carries 0.429; number 20, H, carries 0.254; number 21, H, carries 0.292; number 22, H, carries 0.247; number 23, H, carries 0.332; number 24, H, carries 0.300; number 25, H, carries 0.204; number 26, H, carries 0.456; number 27, H, carries 0.453; number 28, H, carries 0.193; number 29, H, carries 0.345; number 30, H, carries 0.399; number 31, H, carries 0.307; number 32, H, carries 0.299; number 33, H, carries 0.213

***

Entry 2:
A structure of composition C25H50ClNP2PtSSi2 in a non-equilibrium geometry, computed with ωB97M-V/def2-TZVPD.

Structure (ORCA input):
```
! RIJCOSX wB97M-V def2-TZVPD def2/J DEFGRID3
* xyz 0 5
Pt -0.3044 0.0115 0.1339
Cl -5.3267 0.1826 2.0657
S 0.0802 0.2153 4.9057
P -0.2641 2.6514 0.2694
P -0.2646 -2.5676 0.7065
Si 2.0469 -3.0338 -1.2878
Si 2.0435 2.7673 -1.8005
N 0.2472 0.1311 2.0180
C -0.5587 2.5195 3.0533
C 0.0074 0.5346 -2.3465
C -1.3684 3.5751 -0.9905
C 1.3435 1.0177 -1.9591
C -0.7891 -3.1318 2.4304
C 3.9022 -2.8809 -1.1829
C 1.5201 3.8104 -3.2462
C -0.0712 4.7804 2.2673
C 1.3703 3.4097 -0.1286
C 2.1159 -0.1331 -1.5472
C -0.7754 3.4736 1.8952
C -1.3683 -5.2028 -0.0192
C 1.3699 -3.3813 0.4655
C -2.1896 0.0693 0.6730
C 0.1106 0.1816 3.2673
C -2.8142 -3.1488 -0.3834
C -1.3663 5.1219 -0.9201
C 1.5333 -4.3136 -2.5332
C 3.8993 2.6428 -1.6815
C -0.5865 -1.9974 3.4741
C -2.8108 3.0364 -0.9278
C -0.0732 -4.3182 3.0530
C -1.3727 -3.6924 -0.3586
C 1.3449 -1.3397 -1.7487
C 0.0095 -0.9352 -2.2188
H 3.1374 -0.0996 -1.1776
H -1.9158 -5.4112 0.9205
H -1.0458 2.8073 3.9887
H -2.5088 -0.7356 1.3415
H 1.6956 -5.3145 -2.1038
H -0.5469 -4.5521 4.0257
H 4.2110 2.1126 -0.7677
H -2.8034 -0.0057 -0.2382
H -1.8916 5.5022 -1.8180
H 4.3110 3.6637 -1.6662
H 4.3086 -2.5058 -2.1357
H 2.1840 -4.2049 -3.4171
H 0.9980 4.6086 2.4878
H -0.3489 5.5512 -0.9296
H 1.4106 -4.4745 0.6783
H -0.9194 3.2752 -1.9582
H 4.3190 -3.8805 -0.9850
H -0.1648 -5.1923 2.4120
H -0.7612 -1.5946 -2.5757
H 0.5428 -1.9711 3.5969
H -3.4449 -3.8523 -0.9571
H -3.2348 -3.0478 0.6362
H -1.8975 -5.7347 -0.8336
H 2.0671 -2.8879 1.1707
H -0.9286 -3.5652 -1.3647
H -0.7647 1.1196 -2.8135
H -1.1065 1.6103 2.7821
H -0.1662 5.5327 1.4771
H -1.8626 3.6294 1.8033
H -1.8662 -3.2611 2.3951
H -1.9204 5.4898 -0.0343
H -2.8412 1.9865 -1.2631
H 0.5132 2.3208 3.2460
H 1.6485 4.8727 -2.9865
H 4.3014 2.1075 -2.5562
H 0.9964 -4.1013 3.2455
H 0.4826 3.6375 -3.5661
H -1.0920 -2.1339 4.4440
H -3.4411 3.6414 -1.6050
H -2.4956 0.9785 1.2014
H -1.2026 -1.1957 2.9930
H 0.4863 -4.2227 -2.8560
H -2.8421 -2.1649 -0.8805
H -0.5465 5.1854 3.1797
H -0.3499 -5.6255 0.0395
H 1.4164 4.5242 -0.1066
H 2.1911 3.5748 -4.0893
H -3.2297 3.0984 0.0959
H 4.2048 -2.1957 -0.3751
H 2.0734 3.0450 0.6464
*
```

## Properties
LUMO (alpha / beta) ... -0.028 / -3.742 eV
Electronic energy ... -89156.9009 eV
Molar mass ... 745.4 g mol⁻¹
Energy above the lowest of the compared OMol25 structures with the same formula, charge and spin ... 421.5 kJ/mol
Gap between HOMO and LUMO (alpha / beta) ... 5.7 / 2.2 eV

So, what does the Mulliken scheme give us? The charges, in e, come out as: number 1, Pt, carries 1.004; number 2, Cl, carries -0.865; number 3, S, carries -0.166; number 4, P, carries -0.417; number 5, P, carries -0.289; number 6, Si, carries -0.240; number 7, Si, carries -0.213; number 8, N, carries -0.140; number 9, C, carries -1.450; number 10, C, carries -0.658; number 11, C, carries 1.512; number 12, C, carries 0.611; number 13, C, carries 0.614; number 14, C, carries -1.175; number 15, C, carries -1.027; number 16, C, carries -1.576; number 17, C, carries -1.028; number 18, C, carries -0.945; number 19, C, carries 0.853; number 20, C, carries -1.652; number 21, C, carries -1.014; number 22, C, carries -1.258; number 23, C, carries 0.705; number 24, C, carries -1.271; number 25, C, carries -1.646; number 26, C, carries -1.024; number 27, C, carries -1.180; number 28, C, carries -1.850; number 29, C, carries -1.271; number 30, C, carries -1.587; number 31, C, carries 1.460; number 32, C, carries 0.631; number 33, C, carries -0.661; number 34, H, carries 0.295; number 35, H, carries 0.307; number 36, H, carries 0.419; number 37, H, carries 0.542; number 38, H, carries 0.360; number 39, H, carries 0.469; number 40, H, carries 0.318; number 41, H, carries 0.436; number 42, H, carries 0.461; number 43, H, carries 0.359; number 44, H, carries 0.345; number 45, H, carries 0.387; number 46, H, carries 0.312; number 47, H, carries 0.296; number 48, H, carries 0.708; number 49, H, carries -0.647; number 50, H, carries 0.358; number 51, H, carries 0.359; number 52, H, carries 0.471; number 53, H, carries 0.520; number 54, H, carries 0.486; number 55, H, carries 0.259; number 56, H, carries 0.468; number 57, H, carries 0.405; number 58, H, carries -0.596; number 59, H, carries 0.476; number 60, H, carries 0.169; number 61, H, carries 0.333; number 62, H, carries 0.338; number 63, H, carries 0.391; number 64, H, carries 0.311; number 65, H, carries 0.163; number 66, H, carries 0.406; number 67, H, carries 0.363; number 68, H, carries 0.345; number 69, H, carries 0.320; number 70, H, carries 0.338; number 71, H, carries 0.499; number 72, H, carries 0.487; number 73, H, carries 0.505; number 74, H, carries 0.323; number 75, H, carries 0.340; number 76, H, carries 0.161; number 77, H, carries 0.469; number 78, H, carries 0.296; number 79, H, carries 0.709; number 80, H, carries 0.390; number 81, H, carries 0.263; number 82, H, carries 0.317; number 83, H, carries 0.406

***

Entry 3:
A cluster of 2 separate species, C3H8O3 in total in a non-equilibrium geometry, computed with ωB97M-V/def2-TZVPD.

Structure (ORCA input):
```
! RIJCOSX wB97M-V def2-TZVPD def2/J DEFGRID3
* xyz 0 1
O -1.2747 0.3857 0.4883
O 1.7362 0.3948 -1.2371
O 0.7645 -0.9272 1.8879
C 1.6645 0.5028 0.1665
C -2.0794 -0.2250 -0.4979
C 0.9468 -0.7020 0.7120
H -1.9956 -1.3158 -0.4706
H 2.0671 1.2210 -1.6019
H -1.4184 -0.0483 1.3620
H -3.1313 0.0527 -0.3737
H 2.6685 0.5562 0.6260
H -1.7231 0.1356 -1.4615
H 1.1056 1.3905 0.4779
H 0.6693 -1.4210 -0.0779
*
```

## Properties
LUMO ... 0.808 eV
Electronic energy ... -9381.8540 eV
Molar mass ... 92.1 g mol⁻¹
Energy above the lowest of the compared OMol25 structures with the same formula, charge and spin ... 187.9 kJ/mol
Gap between HOMO and LUMO ... 10.6 eV

So, what does the Mulliken scheme give us? The charges, in e, come out as: number 1, O, carries -0.487; number 2, O, carries -0.524; number 3, O, carries -0.570; number 4, C, carries -0.225; number 5, C, carries -0.606; number 6, C, carries 0.115; number 7, H, carries 0.287; number 8, H, carries 0.302; number 9, H, carries 0.297; number 10, H, carries 0.273; number 11, H, carries 0.316; number 12, H, carries 0.236; number 13, H, carries 0.241; number 14, H, carries 0.343

***

Entry 4:
A structure of composition C38H58N8O4P2Ti, computed with ωB97M-V/def2-TZVPD.

Structure (ORCA input):
```
! RIJCOSX wB97M-V def2-TZVPD def2/J DEFGRID3
* xyz 0 3
Ti 0.5901 1.5947 -0.3300
P -1.1179 2.2115 1.8499
P 0.8159 4.1811 0.2457
O -1.0244 -1.3745 -3.8917
O 4.0388 -0.1321 0.6945
O 1.5107 3.3439 -3.6491
O 1.9828 2.5630 -1.5588
N 1.2534 -0.3047 -1.3853
N -1.0233 -2.0455 -1.6647
N -0.7547 1.4439 -4.3042
N -1.8693 1.0534 -2.2874
N 1.9150 0.7393 0.9871
N -0.0479 2.3583 -2.2478
N 1.2631 2.5552 -2.7111
N -1.4938 0.7178 -0.9515
C -1.7867 -4.1366 -2.6730
C -0.6744 2.0521 3.6109
C 1.1568 -0.9572 4.1732
C 1.7888 -1.1920 -3.5272
C 0.1196 5.1872 -1.1058
C 2.6917 0.8201 4.6371
C 1.9172 -0.2344 5.0806
C -4.4165 -0.7429 -0.8858
C -4.2456 -2.2576 1.0953
C -3.9990 -4.9950 -2.1896
C -0.5522 -4.3905 -4.8602
C 3.3370 3.5920 3.6627
C 5.0931 1.9365 2.9836
C -0.4436 -4.3910 -3.3350
C 0.1713 -5.7003 -2.8305
C -3.2514 -2.9453 -1.1456
C 3.6174 2.3224 2.8554
C 2.5667 -0.1767 -1.1435
C 2.9371 0.1885 0.2804
C -0.8762 -2.1283 2.3999
C -0.5388 -1.4518 -2.7342
C -4.2146 -3.9316 -1.3341
C -2.7787 -5.0944 -2.8339
C 3.5435 -0.5010 -2.0643
C -2.8422 1.5872 1.8872
C 1.2676 -2.5398 1.1958
C 1.9381 0.4584 2.3880
C -0.1204 4.7915 1.7022
C 1.1536 -0.6293 2.8241
C -3.5561 -1.8045 -0.1932
C 0.8686 -0.8915 -2.5329
C -1.4415 4.0223 1.7443
C 2.4983 4.8634 0.4219
C -0.8521 1.6470 -2.9890
C -2.0398 -3.0101 -1.8589
C 0.3730 -1.4670 1.8255
C 3.1378 -0.9690 -3.3001
C 2.7220 1.1816 3.2906
H -2.5846 -5.9486 -3.4724
H 1.4272 -1.6291 -4.4475
H -4.5439 0.1502 -0.2663
H 1.9130 -0.5039 6.1292
H -4.0068 -0.4492 -1.8528
H -0.4165 -6.5644 -3.1466
H -0.7533 1.0085 3.9115
H 0.5621 -1.7903 4.5256
H -1.3466 2.6608 4.2193
H 5.3090 1.0576 2.3795
H 5.3422 1.7178 4.0250
H -0.9787 -3.4520 -5.2123
H 1.5434 -3.2789 1.9525
H -1.3316 -0.3092 -0.9348
H -1.4158 -2.6305 1.5953
H 2.7238 5.0467 1.4698
H -0.9535 0.4798 -4.5902
H -0.9228 4.9253 -1.2826
H -2.5963 -1.3700 0.0996
H -0.6260 -2.8891 3.1419
H -5.1548 -3.8661 -0.8006
H 0.0160 1.9284 -4.7467
H 2.2811 3.8704 3.6316
H 3.3010 1.3667 5.3471
H 3.8651 -1.2013 -4.0673
H 5.7312 2.7590 2.6525
H 0.0489 -0.8107 1.0112
H -2.8475 0.4964 1.9350
H -2.0659 4.3276 2.5879
H -3.3695 1.9775 2.7591
H 0.2273 -5.7127 -1.7408
H 0.3584 2.3511 3.7828
H -2.0169 4.2037 0.8309
H 0.6765 4.9880 -2.0220
H -4.7615 -5.7497 -2.3333
H -3.6944 -3.0606 1.5844
H 4.5808 -0.3833 -1.7877
H -4.3270 -1.4229 1.7965
H 3.9257 4.4281 3.2806
H 0.1987 6.2478 -0.8598
H -2.2911 0.9137 -0.3613
H -1.1843 -5.2129 -5.2035
H 1.1814 -5.8229 -3.2276
H -0.2802 5.8712 1.6605
H 0.4669 4.5819 2.5994
H 3.4106 2.5210 1.8020
H -5.4116 -1.1486 -1.0806
H 2.1926 -2.1238 0.7990
H 0.7340 -3.0388 0.3842
H -2.3282 0.2992 -2.7881
H -1.5504 -1.4082 2.8734
H 3.6089 3.4590 4.7113
H 0.2434 -3.5988 -3.0444
H 0.4337 -4.5223 -5.3135
H 2.5862 5.7991 -0.1301
H -5.2593 -2.6126 0.9051
H 3.2132 4.1520 0.0130
H -3.3911 1.9048 0.9984
*
```

## Properties
LUMO (alpha / beta) ... -0.244 / -0.119 eV
Electronic energy ... -102152.3945 eV
Molar mass ... 800.7 g mol⁻¹
Energy above the lowest of the compared OMol25 structures with the same formula, charge and spin ... 7.6 kJ/mol
Gap between HOMO and LUMO (alpha / beta) ... 7.2 / 7.4 eV

Here are the Mulliken charges for atoms 1 to 99, given in e: number 1, Ti, carries -1.004; number 2, P, carries 1.917; number 3, P, carries 1.731; number 4, O, carries -0.882; number 5, O, carries -0.703; number 6, O, carries -0.724; number 7, O, carries -0.563; number 8, N, carries 1.628; number 9, N, carries 0.980; number 10, N, carries -0.357; number 11, N, carries -0.173; number 12, N, carries 2.492; number 13, N, carries 0.274; number 14, N, carries 0.519; number 15, N, carries 1.190; number 16, C, carries 0.591; number 17, C, carries -1.376; number 18, C, carries -0.624; number 19, C, carries -1.225; number 20, C, carries -1.746; number 21, C, carries -0.347; number 22, C, carries -1.587; number 23, C, carries -1.609; number 24, C, carries -1.860; number 25, C, carries -1.547; number 26, C, carries -1.621; number 27, C, carries -1.756; number 28, C, carries -1.777; number 29, C, carries 1.311; number 30, C, carries -1.590; number 31, C, carries 0.568; number 32, C, carries 1.736; number 33, C, carries 0.420; number 34, C, carries -0.790; number 35, C, carries -1.922; number 36, C, carries -0.117; number 37, C, carries -0.655; number 38, C, carries -0.346; number 39, C, carries -1.007; number 40, C, carries -2.096; number 41, C, carries -1.553; number 42, C, carries -1.863; number 43, C, carries -0.719; number 44, C, carries 1.043; number 45, C, carries 3.948; number 46, C, carries 0.289; number 47, C, carries -1.361; number 48, C, carries -1.607; number 49, C, carries -0.314; number 50, C, carries -0.707; number 51, C, carries 2.826; number 52, C, carries -1.242; number 53, C, carries 1.311; number 54, H, carries 0.313; number 55, H, carries 0.560; number 56, H, carries 0.354; number 57, H, carries 0.400; number 58, H, carries 0.284; number 59, H, carries 0.330; number 60, H, carries 0.330; number 61, H, carries 0.335; number 62, H, carries 0.612; number 63, H, carries 0.356; number 64, H, carries 0.339; number 65, H, carries 0.281; number 66, H, carries 0.490; number 67, H, carries -1.409; number 68, H, carries 0.170; number 69, H, carries 0.383; number 70, H, carries 0.338; number 71, H, carries 0.313; number 72, H, carries -2.389; number 73, H, carries 0.582; number 74, H, carries 0.296; number 75, H, carries 0.338; number 76, H, carries 0.296; number 77, H, carries 0.366; number 78, H, carries 0.485; number 79, H, carries 0.463; number 80, H, carries -1.387; number 81, H, carries 0.413; number 82, H, carries 0.691; number 83, H, carries 0.671; number 84, H, carries 0.349; number 85, H, carries 0.162; number 86, H, carries 0.355; number 87, H, carries 0.470; number 88, H, carries 0.360; number 89, H, carries 0.410; number 90, H, carries 0.615; number 91, H, carries 0.385; number 92, H, carries 0.482; number 93, H, carries 0.511; number 94, H, carries 0.133; number 95, H, carries 0.370; number 96, H, carries 0.440; number 97, H, carries 0.597; number 98, H, carries 0.160; number 99, H, carries -0.795

***

> Number 4 is which compound?

C38H58N8O4P2Ti

***

> Which value of energy above the lowest of the compared OMol25 structures with the same formula, charge and spin does entry 1 give?

0.0 kJ/mol